1.
Entry from OMol25: 12 unconnected molecules or ions with the total composition C33H61Cl23F3N2O3P at a distorted geometry (wB97M-V/def2-TZVPD).

Total energy (Eh): -12854.63981
Kohn-Sham gap (eV): 8.7
HOMO energy (eV): -8.51
2S+1: 1

The geometry in XYZ format:
```
126
Properties=species:S:1:pos:R:3:forces:R:3:mulliken_charge:R:1
C -5.04532 -2.90830 -6.06496 -0.069 0.180 0.034 -0.52
Cl -4.05445 -5.14527 9.05485 0.010 0.028 0.050 -0.17
Cl 0.72892 3.94667 -5.83941 -0.017 0.043 -0.043 -0.11
H -2.53403 -7.04863 -4.16588 0.061 -0.054 0.000 0.41
F -3.64571 2.81325 -2.51639 -0.263 0.139 -0.072 -0.35
C 0.93477 1.86687 -1.55675 -0.220 0.013 1.027 -0.07
Cl 5.62221 1.49256 -5.62523 -0.006 0.005 0.026 -0.10
H 3.51216 2.18233 -1.62827 -0.097 -0.216 0.073 0.49
C 5.86715 6.73796 0.47597 0.083 0.097 0.028 -0.47
C -2.32460 1.21823 2.90054 0.059 0.132 -0.118 0.11
Cl -2.02720 5.55937 -4.63608 0.016 0.023 0.020 -0.15
H -1.28007 5.76263 -6.86016 0.050 0.019 0.061 0.35
C 5.08080 3.85118 -2.75278 0.322 -0.037 0.060 -0.13
H -5.40394 -4.32026 6.62682 0.069 0.042 0.034 0.34
H 5.02493 4.03020 -1.67678 -0.306 -0.153 -0.543 -0.30
Cl 0.56123 -2.73417 -3.61605 -0.178 0.535 0.250 -0.26
Cl 5.99563 5.00773 0.06631 0.304 0.278 0.549 -0.20
Cl 3.18260 6.67072 0.96513 -0.015 -0.038 0.003 -0.16
Cl 0.75717 2.72308 2.42284 0.218 0.247 -0.096 -0.19
C 1.07450 0.31715 -1.61012 1.699 0.265 -1.509 1.71
H 5.63005 7.28131 -0.43526 -0.060 -0.061 -0.025 0.32
Cl 8.37127 3.02769 -4.35545 0.057 0.001 0.013 -0.16
H 8.45854 0.96988 -5.49942 -0.058 0.005 0.066 0.31
H 1.59701 2.13486 -0.73519 -0.037 0.088 0.260 0.29
C 2.68973 2.23060 4.29231 -0.059 0.000 0.072 -0.66
Cl -2.60719 -0.79971 9.26503 -0.010 0.022 0.028 -0.19
H -3.45132 -1.68943 7.26730 0.326 -0.033 0.089 0.06
H 1.37553 0.73706 3.50479 -0.005 0.007 -0.069 0.37
C -6.13977 -3.68093 -6.75359 -0.086 0.016 -0.024 -0.42
Cl -4.01911 -3.96232 -5.05550 -0.231 0.358 0.021 -0.22
Cl -6.63734 -3.42835 11.92636 -0.033 0.011 0.011 -0.22
H 4.87368 8.02816 1.85691 -0.001 0.019 -0.051 0.32
H -0.54209 -0.18754 -2.98990 -0.079 0.282 -0.065 0.86
H -0.14180 3.28998 -0.42129 0.032 0.214 0.124 0.66
H -6.71477 -4.27172 -6.04534 0.051 -0.046 0.009 0.32
C -3.07779 0.53471 1.79012 -0.085 0.042 -0.003 -0.22
O 0.03247 -2.69783 -1.07116 0.199 1.207 -1.778 -0.49
H -5.25442 -1.94465 10.72133 -0.064 -0.014 -0.020 -0.07
H -4.52831 -2.45114 12.24626 -0.024 -0.004 0.050 0.30
C 3.01259 2.94627 -2.23370 -0.076 1.020 -0.246 -1.42
C -0.40271 2.47199 -1.08029 0.499 0.009 -0.785 -1.03
H -1.95676 -3.45168 8.30610 0.021 0.015 0.084 0.05
H 2.78394 1.31938 -4.19624 -0.145 0.366 -0.328 0.43
O 2.85331 -0.76260 -2.96238 -0.355 0.201 0.185 -0.66
C -6.02085 -4.06873 7.48606 -0.069 -0.085 -0.083 -0.51
C -0.16891 -0.48825 -2.01811 0.574 -0.718 0.483 0.39
H 3.30315 1.47788 4.78354 0.017 -0.030 -0.057 0.38
Cl 0.11612 -2.38194 7.96242 0.010 -0.002 0.022 -0.21
C -1.32460 3.04651 -2.15654 -0.474 -0.395 0.533 -0.87
Cl 0.16918 -6.70823 -3.18346 0.041 -0.012 -0.010 -0.22
F -2.64360 1.04629 -1.87031 0.037 -0.392 0.095 -0.20
C -2.44001 -1.47028 7.61888 -0.137 0.057 -0.262 0.05
C 6.99460 2.15502 -6.54767 -0.009 -0.002 -0.121 -0.55
C 2.09133 0.16383 -2.78099 -0.120 0.007 -0.146 -1.03
H 3.95746 -6.60867 -3.40394 -0.018 0.046 -0.029 0.34
P 1.93926 -0.28596 -0.08553 -1.863 -0.745 0.832 0.79
C -1.76748 4.97010 -6.29859 -0.041 -0.005 -0.130 -0.46
Cl 3.80713 -3.96535 -0.83547 0.052 0.005 0.047 -0.20
H 2.40246 -5.09363 -2.33266 -0.001 -0.037 0.034 -0.12
H 2.92134 0.68546 0.22165 0.300 -0.151 -0.572 0.03
H 2.60747 1.26431 2.36528 -0.036 0.063 0.011 0.07
H 2.01392 2.65916 5.02771 -0.004 0.067 -0.033 0.37
C -5.44793 -2.10335 11.77898 0.186 0.002 -0.072 -0.01
H 5.01190 6.35965 2.41928 -0.043 -0.074 -0.032 0.23
C -1.96520 -6.45454 -4.87746 -0.115 0.030 -0.072 -0.12
H -2.64539 -5.76016 -5.37545 0.327 -0.355 0.005 -0.06
H 2.79912 3.80940 -1.58905 0.041 -0.008 0.225 0.61
H 6.78224 3.19896 -6.76356 -0.020 0.016 0.075 0.30
C -5.91667 -0.84092 12.45205 0.054 0.036 0.067 -0.44
H -0.00177 -0.27542 0.81145 0.039 -0.196 0.367 -0.06
H -7.06566 -4.11690 7.18485 -0.023 0.008 0.062 0.34
Cl -5.68810 -2.36900 7.92219 -0.248 -0.102 0.065 -0.17
H -4.09262 0.27025 2.07662 0.035 -0.072 0.057 0.46
C 8.29852 1.99917 -5.80929 0.091 -0.051 -0.072 -0.45
H -5.11287 -0.10682 12.44537 0.021 -0.018 -0.063 0.30
F -2.34668 1.78883 -3.88739 0.055 -0.474 -0.238 -0.30
H -0.24237 -5.16285 -4.91675 0.040 -0.068 -0.029 0.34
H -6.31753 -4.70237 9.52829 0.069 0.078 0.016 0.10
H -1.62849 -3.15606 6.59787 0.010 0.058 -0.027 0.32
H 4.22297 -6.70785 -1.66108 0.054 0.044 0.044 0.34
H -3.12738 1.19644 0.92552 0.042 0.000 -0.009 0.01
Cl -7.30254 -0.10301 11.60769 -0.027 -0.005 0.007 -0.19
H 9.12445 2.29815 -6.45246 -0.031 0.053 -0.017 0.32
Cl -2.35395 0.28668 4.42021 0.001 -0.038 -0.003 -0.14
H -1.39335 2.93241 -5.69393 0.015 0.027 0.062 -0.12
H 3.60676 -4.11761 -3.17680 0.069 0.046 0.044 0.26
C 3.45514 -4.81934 -2.36010 -0.146 0.046 -0.119 0.09
H 7.04013 1.60913 -7.48857 0.025 -0.043 0.023 0.34
H 5.90200 3.16081 -2.93579 -0.012 -0.213 -0.091 0.15
H 6.84816 7.05796 0.82289 -0.009 -0.036 0.060 0.34
C -0.96534 3.69459 -6.33713 -0.037 -0.062 -0.112 -0.12
H -4.40259 -2.40225 -6.78022 0.052 -0.085 -0.022 0.31
H 5.33737 4.79444 -3.22865 -0.110 0.134 -0.154 0.42
H 1.22735 3.21030 -3.39270 -0.317 0.056 0.231 -0.21
N 1.96625 1.26466 -3.59913 0.358 -0.603 0.206 -0.15
H -1.31405 -4.92741 -3.53697 -0.020 -0.026 0.034 0.15
H -2.77225 2.18707 3.11704 -0.032 -0.012 -0.010 0.41
H -0.94112 3.31132 -7.35581 0.017 0.053 -0.025 0.44
H -6.81426 -2.98939 -7.25545 0.040 0.035 -0.015 0.31
C -1.59835 -2.71679 7.59399 -0.023 -0.060 -0.078 -0.23
C 1.68687 2.44358 -2.77934 0.770 -0.812 -0.015 0.84
C 0.12014 -1.98435 -2.04037 -0.249 -1.487 1.686 -0.19
H -6.11736 -6.01329 8.36413 0.034 0.006 -0.079 0.36
H -1.79510 3.92948 -1.74271 -0.174 0.195 0.005 0.49
O 3.86173 3.35087 -3.27782 -0.218 -0.037 0.029 -0.38
Cl -2.23317 -0.94879 1.27590 -0.311 -0.097 -0.100 -0.11
H -6.21048 -1.02291 13.48264 -0.071 -0.024 -0.021 0.33
C -5.78148 -5.01398 8.63589 -0.154 -0.053 -0.001 -0.25
C 4.83739 6.98508 1.54755 0.014 0.071 0.075 -0.37
Cl 6.01976 -5.67669 -2.78704 0.025 -0.009 0.021 -0.21
H -0.80918 3.37920 -3.04726 0.213 -0.033 -0.134 -0.09
H -2.75165 4.79528 -6.72966 -0.010 -0.048 0.035 0.30
C -0.87448 -5.67263 -4.19617 -0.112 -0.015 -0.009 -0.17
H -2.01611 -0.69703 6.98378 0.095 0.053 0.125 0.11
Cl 3.79257 3.52255 3.74165 0.021 0.047 -0.027 -0.15
H -5.48129 -2.16090 -5.40411 -0.030 -0.046 0.034 0.32
Cl -1.32756 -7.55699 -6.12748 0.005 -0.019 0.015 -0.21
C 4.29527 -6.05699 -2.52844 -0.072 -0.081 -0.024 -0.51
H -0.90140 -0.38227 -1.22893 -0.413 0.027 -0.054 -0.37
Cl -5.49861 -4.78281 -7.99706 0.009 -0.028 0.017 -0.17
H -0.89582 1.74413 -0.44399 -0.237 -0.078 0.053 -0.03
C -2.47657 2.15186 -2.59857 -0.007 0.929 0.006 1.00
H -1.28380 1.36680 2.61572 -0.155 -0.094 0.130 -0.44
C 1.93820 1.59864 3.15136 0.053 -0.178 0.207 -0.17
H 2.60579 -1.46371 -0.47341 0.335 0.362 -0.082 -0.30
N 0.94103 -0.49707 1.11549 0.458 0.388 -0.346 -0.57
```
Positions in Å, forces in eV/Å.

***

2.
Entry from OMol25: 7 unconnected molecules or ions with the total composition C33H61F4NO30PS6 at a distorted geometry (wB97M-V/def2-TZVPD).

Total energy (Eh): -6734.97287
Kohn-Sham gap (eV): 6.7
HOMO energy (eV): -10.86
Relative energy (zero: lowest compared OMol25 entry of this formula, charge and spin) (eV): 14.910
2S+1: 1
Total charge: +1

The geometry in XYZ format:
```
136
Properties=species:S:1:pos:R:3:forces:R:3:mulliken_charge:R:1
O -3.27255 1.22406 -0.23461 -4.012 -2.177 -2.195 -0.37
O 8.61260 -3.45781 8.44441 -0.750 -0.146 0.908 -0.32
C 2.22039 2.14477 -0.58703 -0.288 -2.228 -2.341 1.09
O -5.17589 1.23052 -6.13112 0.820 -0.038 -0.695 -0.33
C 9.09790 -2.12654 8.28634 -0.124 0.730 -0.268 -0.29
O -7.39216 0.17321 -2.98755 -1.707 0.208 0.381 -0.46
C 2.00503 4.42751 -2.18987 -1.657 1.190 -1.688 0.08
H 8.83932 0.34263 -3.14815 -2.320 1.136 -0.263 0.33
O -3.33088 1.84358 -7.69306 -1.354 -1.312 0.192 -0.55
O -2.23288 2.04711 -0.14281 4.952 1.486 1.155 -0.18
O -0.39205 -0.99925 -1.30762 -1.228 0.496 -1.719 0.21
H 1.81835 -2.15471 5.55138 -0.003 -0.047 0.073 0.13
O -3.42311 -0.40965 -6.62633 -0.862 0.512 -0.627 -0.31
H 8.66708 -0.31664 9.43691 -0.247 -0.237 0.037 0.31
C 6.18237 2.30945 -1.46850 0.546 0.424 1.421 -0.56
H -10.00044 -0.78901 0.28803 0.079 0.000 0.348 0.21
H 1.71727 6.31106 -0.79350 -1.645 -1.786 -1.439 0.23
H 2.93721 -0.25662 0.66922 -2.497 -0.597 -0.711 0.15
H -8.54370 1.02214 1.04194 -0.137 -0.018 -0.085 0.28
O -2.52283 -0.81998 -2.60708 8.229 -2.655 1.958 -0.46
C -5.01729 0.30190 -5.05981 0.005 -0.674 0.388 -0.19
C -0.13441 3.87996 2.11092 -0.577 -0.075 -0.453 -1.39
C -3.61093 -0.26923 -5.22000 -0.012 0.293 0.431 0.11
H -5.77533 -0.48001 -5.17180 0.105 0.063 0.124 0.26
S -8.81386 0.42819 -3.00023 -0.280 0.023 -0.231 1.03
S 7.24838 -3.42186 9.33774 0.141 -0.219 0.362 1.02
C -10.35178 -0.11787 -4.88190 -0.684 0.526 -0.245 -0.32
H 4.97827 2.16963 0.45623 -0.436 -0.974 -1.894 -0.11
H -0.23331 -1.83088 -4.40910 -0.892 -1.340 1.680 0.27
O -9.58948 0.62748 -1.79615 1.308 -0.165 -1.219 -0.50
H 0.44371 -6.46960 -3.15582 -0.072 -0.070 0.066 0.26
O 6.11793 -3.45158 8.43644 1.124 -0.120 1.245 -0.48
O -9.53861 -0.73400 -3.88595 1.041 0.715 0.575 -0.33
H 5.81550 2.71114 -2.50532 0.684 -1.073 1.854 0.33
H -2.85629 0.43119 -4.84682 -0.093 -0.092 0.055 0.12
S 4.25405 -0.47530 5.79637 0.439 -0.493 0.851 0.91
H -3.49257 -1.23198 -4.71712 -0.037 0.191 -0.370 0.15
H 6.91772 0.40679 -3.58233 1.954 1.061 0.565 0.23
C -10.25020 -0.31232 1.23969 -0.481 0.393 -0.448 -0.18
O 2.68816 5.26231 2.71743 2.350 -3.073 -0.613 -0.46
C 1.19585 0.84731 -0.28989 -1.982 -0.749 -0.919 -0.30
O -9.10855 1.67598 -4.00724 -0.002 -0.841 1.078 -0.33
H -3.48963 1.18222 -1.22576 0.629 -0.128 1.845 0.31
C -1.71729 -6.59889 -3.36881 -0.111 -0.711 0.359 -0.32
H 8.06392 1.98950 -3.69632 -0.696 -2.134 1.034 0.26
H 2.04133 -1.37303 -0.52048 -1.016 2.071 1.745 0.47
H -5.15218 0.80314 -4.09761 -0.048 0.050 -0.338 0.20
H 1.93311 -1.38903 2.43883 -1.957 0.293 -1.883 0.10
H -10.12041 1.84243 0.87194 0.041 -0.093 0.318 0.30
H 3.41760 0.43197 -1.73416 -0.249 2.438 1.066 0.08
O -5.10082 0.15842 -8.38701 1.273 0.903 1.143 -0.54
C 3.74503 -2.86785 6.26604 -0.307 -0.373 1.017 -0.19
O -1.80082 -6.74237 -6.69601 1.380 0.991 1.261 -0.53
H 8.60082 -1.68716 7.41502 0.082 0.048 0.089 0.25
O 2.85002 -0.71766 6.58873 1.159 0.337 -0.379 -0.33
H 0.99337 0.15715 -2.45408 -1.313 0.268 1.985 0.47
C 7.51299 1.32267 -1.56443 0.605 1.083 -0.355 -0.48
C 2.28174 2.85774 0.87525 -1.095 -2.132 2.167 2.26
P 3.00925 4.58912 1.15334 -0.727 5.206 -2.778 0.13
F 3.45354 4.66507 -2.03687 -2.736 -0.715 0.218 -0.32
O -9.55913 1.29767 2.79920 -0.319 -0.907 0.656 -0.34
C 7.83576 0.97750 -3.13403 0.599 -0.007 1.090 -0.93
H -1.69225 1.60101 1.87802 1.440 -0.337 -2.275 0.53
S -0.95069 -6.13158 -5.70072 0.043 -0.186 -0.806 1.10
H 3.69889 2.16137 -2.37105 -0.482 -1.161 2.484 0.55
S -9.41082 -0.12355 3.58568 -0.018 -0.068 0.351 1.07
O 3.97001 0.20717 4.55541 0.465 -0.480 1.115 -0.34
C 8.70025 -1.40138 9.56920 0.763 0.053 0.051 -0.31
H 0.10912 -3.09548 -2.93802 -1.718 1.501 -1.537 0.27
H -0.19257 -8.13277 -3.02612 -0.021 0.077 -0.331 0.32
C 1.46322 2.93135 -1.83704 -0.290 0.837 -0.164 -1.05
F -1.19120 -2.34392 1.26303 4.824 -1.076 0.172 -0.25
C 1.08736 -1.15748 1.62727 0.403 -0.677 0.614 -0.66
H 1.93722 1.40294 2.65319 2.124 1.193 -0.701 0.07
H 1.88341 -2.40650 7.31804 0.190 0.280 -0.078 0.33
H -8.79237 0.99251 -5.91471 -0.109 0.015 0.010 0.23
H -0.56990 1.04095 -1.88835 1.831 -1.300 1.122 0.34
C -1.28809 -1.32570 -2.43176 -4.894 1.138 -1.639 0.35
C 2.83917 2.04520 2.20808 -0.593 -2.011 0.521 -1.03
H -1.32040 3.87261 1.97165 2.744 -0.341 0.330 0.39
H 0.12529 5.17113 -0.96445 1.876 0.918 -0.941 0.12
H -2.47533 -7.38080 -3.48080 0.096 0.057 0.063 0.27
C 2.45015 -2.07922 6.44227 -0.237 -0.728 -0.398 -0.16
H -1.61293 -3.09820 -3.84517 1.940 1.392 0.456 0.23
O 7.40694 -1.90150 9.90452 -0.332 -0.942 -0.720 -0.30
H -1.85218 -6.09765 -2.40661 0.014 0.103 -0.286 0.31
O -9.77317 -1.09857 2.33031 0.611 0.649 0.788 -0.32
C 1.83185 -0.53894 0.31034 1.926 0.300 1.154 -0.21
H 3.19517 2.73839 3.07952 -0.749 -1.149 -1.799 0.41
O 7.40008 -4.34210 10.44071 -0.465 1.065 -1.721 -0.55
C -0.31093 -7.17002 -3.52900 0.078 0.391 0.542 -0.30
H 10.17864 -2.12659 8.12579 -0.206 -0.266 0.105 0.32
C 1.05444 5.62836 -1.51170 1.104 0.909 -0.317 -0.74
F 0.46744 -3.35752 2.68266 -0.818 2.213 -4.089 -0.29
H -11.33805 -0.22897 1.33007 0.090 0.039 -0.047 0.28
C -0.69758 -2.44128 -3.52290 -0.261 0.541 1.815 -0.73
H 3.58180 -3.83399 5.78262 0.144 0.293 -0.140 0.36
O -10.47079 -0.21807 4.56238 1.623 0.191 -1.079 -0.52
C -1.31872 1.32992 0.77667 -1.845 -1.930 1.061 -1.05
O 4.58097 -2.03805 5.46267 -0.410 1.434 -0.409 -0.34
H 3.70580 1.29390 1.98644 -1.649 1.545 0.313 0.14
H 3.34704 4.91697 3.38813 -0.947 0.622 -0.491 0.35
O -0.03088 -5.05721 -6.00207 -1.343 -1.173 0.272 -0.53
O 4.70043 4.72266 0.80355 -1.367 -0.900 1.003 -0.51
F 0.80311 -3.43634 0.32607 -1.990 2.871 3.387 -0.26
C -9.63234 1.18029 -5.23815 0.005 -0.411 -0.788 -0.27
C 0.63525 2.76678 1.18750 0.882 -0.891 -1.232 -1.02
C 0.28893 -2.56845 1.40597 -0.596 -1.258 1.177 0.82
H 0.28917 3.05669 -1.65590 2.610 -0.162 -0.332 0.08
O -0.12311 -7.31044 -4.93534 -0.877 0.531 -0.504 -0.30
H 5.31765 0.49975 -0.37803 -0.877 2.346 -0.178 0.32
H -10.30493 1.91454 -5.68955 0.164 -0.023 0.306 0.32
N 0.15200 1.61876 0.54606 0.112 3.894 3.657 1.53
O 5.23389 -0.00283 6.74916 -1.371 -0.187 -1.590 -0.56
H 1.58348 2.30945 -2.85058 -0.156 1.056 2.613 0.43
H 0.67905 6.36803 -2.37045 0.724 -1.877 1.808 0.33
O -1.87589 -5.67027 -4.44012 0.799 0.034 -0.562 -0.27
S -4.25069 0.76921 -7.39171 0.111 0.108 -0.522 1.07
H 0.16117 3.75615 3.25360 -0.527 0.006 -2.517 0.32
H 4.93533 5.52620 0.25414 -1.130 -1.236 0.857 0.34
H 0.34093 -0.42909 2.17414 1.376 -1.497 -1.327 0.16
H 0.21611 4.96166 1.79551 -0.343 -2.375 0.431 0.34
H -11.33294 0.08402 -4.43930 0.067 0.002 -0.119 0.28
H 9.38339 -1.64694 10.38869 -0.024 0.044 -0.104 0.29
H -10.47166 -0.77785 -5.74435 0.221 -0.026 0.279 0.33
H 1.79854 4.57044 -3.36050 0.776 -0.496 2.586 0.40
H 6.55550 3.27033 -0.86584 -1.030 -2.005 -1.355 0.18
C 3.53403 1.55900 -1.35151 1.587 0.067 -0.751 -1.04
O -8.01577 -0.31307 3.91591 -1.806 0.080 -0.177 -0.54
H -1.60066 0.17508 0.66346 1.117 2.492 -0.050 0.29
C -9.57990 1.05011 1.39526 0.336 -0.275 -0.668 -0.21
H 8.45051 1.93796 -1.15654 -2.051 -1.348 -0.833 0.26
C 4.95484 1.61792 -0.56564 1.414 -0.631 -0.471 0.06
C 0.26697 0.28851 -1.51558 0.526 1.599 -3.165 -1.45
H 7.43962 0.37558 -0.86066 -0.091 1.843 -1.655 0.32
H 4.24632 -3.02230 7.22739 -0.120 -0.042 -0.155 0.20
```
Positions in Å, forces in eV/Å.